{"formula": "C9H14O", "method": "wB97M-V/def2-TZVPD", "e_lumo_ev": 0.90, "smiles": "Cc1ccc(O)cc1.CC", "relative_energy_ev": 3.281, "largest_force_ev_per_a": 7.63, "homo_energy_ev": -8.214, "multiplicity": 1, "orbital_gap_ev": 9.11, "molar_mass_g_mol": 138.2, "symbols": ["C", "C", "C", "C", "C", "O", "C", "C", "H", "H", "H", "H", "H", "H", "H", "H", "C", "C", "H", "H", "H", "H", "H", "H"], "positions_angstrom": [[-0.376, -1.641, -0.424], [-0.936, -0.316, -0.540], [-2.163, -0.343, -1.085], [-2.856, 0.857, -1.430], [-2.132, 1.902, -1.132], [-2.723, 3.157, -1.318], [-0.804, 2.075, -0.583], [-0.214, 0.893, -0.189], [-0.108, -1.860, -1.389], [-1.043, -2.164, 0.237], [0.422, -1.556, 0.351], [-2.683, -1.228, -1.329], [-3.998, 0.943, -1.629], [-2.216, 3.999, -1.119], [-0.400, 3.030, -0.478], [0.865, 0.841, 0.171], [2.568, -1.584, 0.979], [2.690, -0.488, 2.063], [2.239, -2.574, 1.342], [2.013, -1.312, -0.048], [3.528, -2.000, 0.742], [3.753, -0.382, 2.140], [2.174, 0.457, 1.617], [2.401, -0.705, 3.052]], "forces_ev_per_a": [[1.35, 0.87, 5.03], [0.72, 1.81, 0.70], [-2.12, 2.43, -1.09], [-2.24, -2.91, 0.59], [2.46, 7.16, 0.97], [-0.77, 1.43, -0.38], [-1.70, -3.96, -0.24], [0.47, -0.57, -1.17], [0.87, -2.06, -1.85], [-0.79, -1.43, -0.97], [-0.18, -0.40, -1.50], [-0.09, -1.28, 0.02], [2.44, -0.21, -0.04], [-0.40, -2.23, -0.17], [0.60, 1.34, 0.22], [-1.75, -0.01, -0.32], [-0.80, -1.06, -1.31], [-0.30, 1.18, -3.02], [-1.24, 0.60, 0.05], [1.73, -0.55, 2.71], [1.11, 0.70, -0.67], [0.58, 1.01, 0.08], [1.16, -1.42, 1.44], [-1.11, -0.43, 0.92]]}